(1)
DFT (ωB97M-V/def2-TZVPD) results for a molecular structure, C18H45BrCuN5O2P2Se.

Its total charge is +1. The lowest unoccupied orbital energy (alpha / beta) is -2.05 / -4.66 eV. The spin multiplicity is 2.

Element x y z (Å)
Cu1 -0.01 -0.02 0.79
Se1 -2.30 -2.22 -3.94
C1 -2.02 -0.91 -2.85
N1 -1.86 -0.05 -2.06
C2 2.96 4.49 2.61
C3 2.41 4.66 1.19
N2 2.23 3.39 0.46
C4 3.38 2.89 -0.31
C5 4.29 1.97 0.49
C6 1.11 2.67 0.59
C7 0.01 3.21 1.44
N3 0.91 1.50 0.01
H1 2.84 5.42 3.16
H2 4.02 4.23 2.60
H3 2.43 3.70 3.15
H4 3.10 5.26 0.61
H5 1.47 5.19 1.21
H6 3.93 3.77 -0.66
H7 3.04 2.40 -1.21
H8 4.79 2.50 1.30
H9 5.05 1.54 -0.16
H10 3.71 1.15 0.93
H11 -0.39 4.14 1.03
H12 0.35 3.41 2.46
H13 -0.80 2.49 1.49
H14 1.67 1.16 -0.56
N4 1.61 -2.19 -4.04
C8 1.84 -0.92 -4.80
P1 1.55 0.44 -3.55
O1 2.67 1.41 -3.44
O2 1.22 -0.45 -2.35
C9 0.06 1.34 -4.14
N5 -0.50 2.12 -3.01
H15 2.39 -2.84 -4.08
H16 0.75 -2.66 -4.30
H17 1.45 -1.77 -3.01
H18 1.17 -0.86 -5.66
H19 2.86 -0.86 -5.15
H20 -0.69 0.66 -4.53
H21 0.41 1.98 -4.96
H22 -1.07 2.89 -3.34
H23 0.24 2.52 -2.45
H24 -1.36 0.92 -2.19
Br1 1.33 -0.07 2.69
C10 -1.87 -1.43 3.98
C11 -1.61 -2.47 2.89
C12 -0.34 -3.27 3.19
P2 -1.55 -1.69 1.23
C13 -1.36 -3.05 -0.01
C14 -2.06 -4.36 0.34
C15 0.11 -3.26 -0.39
C16 -3.23 -0.97 0.92
C17 -4.39 -1.73 1.58
C18 -3.26 0.52 1.28
H25 -1.87 -1.92 4.96
H26 -2.83 -0.92 3.87
H27 -1.08 -0.68 3.99
H28 -2.46 -3.16 2.84
H29 0.53 -2.62 3.22
H30 -0.16 -4.06 2.46
H31 -0.44 -3.74 4.17
H32 -1.86 -2.63 -0.89
H33 -1.55 -4.88 1.15
H34 -2.04 -5.01 -0.53
H35 -3.10 -4.22 0.62
H36 0.68 -3.69 0.44
H37 0.59 -2.32 -0.69
H38 0.17 -3.96 -1.23
H39 -3.35 -1.05 -0.16
H40 -4.32 -1.72 2.67
H41 -4.46 -2.76 1.24
H42 -5.33 -1.24 1.31
H43 -3.13 0.68 2.35
H44 -4.22 0.96 0.99
H45 -2.47 1.06 0.75

(2)
DFT (ωB97M-V/def2-TZVPD) results for 4 unconnected molecules or ions with the total composition C2H12N2O3.

Its total charge is -1. The lowest unoccupied orbital energy (alpha / beta) is 3.11 / 3.04 eV. The spin multiplicity is 2.

Element x y z (Å)
C1 -3.60 1.24 0.80
N1 -2.23 1.94 -1.62
C2 -1.71 2.07 -0.36
N2 -2.31 1.93 0.75
H1 -4.30 1.95 1.25
H2 -3.42 0.41 1.47
H3 -4.06 0.86 -0.12
H4 -3.15 1.52 -1.74
H5 -1.61 1.71 -2.40
H6 -0.70 2.48 -0.47
H7 3.78 0.84 1.85
H8 3.71 2.19 1.22
O1 3.16 1.56 1.67
H9 1.20 -4.84 -0.20
H10 2.50 -4.09 -0.21
O2 2.15 -5.02 -0.18
H11 3.22 -2.33 -1.64
H12 2.95 -1.51 -0.40
O3 2.67 -2.32 -0.85

(3)
DFT (ωB97M-V/def2-TZVPD) results for CH6NOP in the gas phase.

The lowest unoccupied orbital energy (alpha / beta) is 0.72 / -4.60 eV. The spin multiplicity is 3.

Element x y z (Å)
C1 -0.69 0.99 -0.36
N1 0.39 0.53 0.43
O1 1.64 -1.60 1.26
P1 0.53 -1.11 0.45
H1 -0.53 0.75 -1.34
H2 -1.56 0.39 -0.12
H3 -1.00 2.02 -0.37
H4 1.21 1.08 0.25
H5 -0.77 -1.63 0.65
H6 0.79 -1.43 -0.86

E list, top to bottom, in hartree: -8435.66324; -418.57553; -512.78745
Maximum force list, top to bottom, in eV/A: 0.652; 1.609; 3.147